# 1
The following is a DFT calculation (ωB97M-V/def2-TZVPD) of a 4-piece molecular cluster, C27H27IO2S overall.

Last column: natural (NBO) charge in e.
Cartesian coordinates (Å):
C (-5.20184, 3.99733, -1.02977)  -0.628
C (-4.34476, 2.86484, -0.44129)  -0.545
S (-4.42833, 1.31447, -1.37476)  0.222
C (-2.79945, 1.18981, -2.16518)  -0.582
C (-2.46855, 2.41562, -2.94015)  -0.025
C (-1.76974, 3.45197, -2.47990)  -0.269
C (-1.50942, 4.64876, -3.31804)  0.471
O (-0.61836, 5.42468, -3.06947)  -0.482
C (-2.42437, 4.83588, -4.49871)  -0.204
I (-2.51433, 6.73387, -5.31294)  0.222
C (-3.09763, 3.80348, -4.99302)  -0.280
C (-2.94897, 2.46296, -4.36611)  0.515
O (-3.17037, 1.44987, -4.98525)  -0.490
H (-5.77063, 3.65140, -1.89195)  0.222
H (-5.90564, 4.38308, -0.29208)  0.216
H (-4.57983, 4.83391, -1.35254)  0.211
H (-3.30248, 3.17134, -0.35998)  0.220
H (-4.66589, 2.61182, 0.56881)  0.229
H (-2.01071, 0.92575, -1.45916)  0.230
H (-2.93565, 0.35830, -2.85916)  0.267
H (-1.31485, 3.44817, -1.49506)  0.234
H (-3.73529, 3.87031, -5.86485)  0.247
C (-1.24893, -2.43156, -1.31758)  -0.238
C (-0.35930, -3.48384, -1.14752)  -0.207
C (-0.33298, -4.18132, 0.05228)  -0.224
C (-1.20091, -3.83251, 1.07833)  -0.217
C (-2.09281, -2.78322, 0.90692)  -0.228
C (-2.11393, -2.08069, -0.29003)  -0.162
H (-1.26748, -1.88612, -2.25322)  0.211
H (0.31608, -3.75755, -1.94845)  0.213
H (0.36878, -4.99429, 0.19050)  0.218
H (-1.17943, -4.37744, 2.01395)  0.214
H (-2.76835, -2.50897, 1.70691)  0.214
H (-2.80483, -1.25660, -0.41791)  0.205
C (3.38484, -4.16329, 3.22467)  -0.208
C (2.58453, -3.81091, 2.14624)  -0.241
C (3.15785, -3.56449, 0.90625)  -0.171
C (4.53299, -3.67069, 0.74598)  -0.220
C (5.33381, -4.02158, 1.82420)  -0.218
C (4.75966, -4.26887, 3.06387)  -0.218
H (2.93710, -4.34752, 4.19301)  0.213
H (1.51352, -3.71666, 2.27268)  0.219
H (2.53101, -3.28179, 0.06950)  0.207
H (4.98207, -3.47362, -0.21914)  0.212
H (6.40593, -4.10129, 1.69856)  0.214
H (5.38437, -4.54034, 3.90522)  0.214
C (3.78252, 0.43010, 3.90294)  -0.203
C (3.54336, 1.79748, 3.92859)  -0.218
C (2.98529, 2.42522, 2.82331)  -0.217
C (2.66444, 1.68477, 1.69363)  -0.238
C (2.90321, 0.31745, 1.66932)  -0.150
C (3.46345, -0.31055, 2.77311)  -0.238
H (4.21883, -0.05990, 4.76429)  0.209
H (3.79278, 2.37492, 4.80978)  0.211
H (2.80204, 3.49208, 2.84164)  0.211
H (2.23121, 2.17503, 0.83076)  0.208
H (2.65353, -0.26323, 0.78981)  0.201
H (3.65287, -1.37581, 2.74813)  0.221

Computed properties:
- Structure (SMILES): CCSCC1=CC(=O)C(I)=CC1=O.c1ccccc1.c1ccccc1.c1ccccc1
- Gap between HOMO and LUMO: 0.27885 Ha
- E_LUMO: -1.52 eV

***

# 2
The following is a DFT calculation (ωB97M-V/def2-TZVPD) of C8H14AlClF6LuO as an isolated structure.

Last column: natural (NBO) charge in e.
Cartesian coordinates (Å):
Lu (-0.37683, -0.44893, 0.15116)  1.798
Cl (-0.83032, 1.49137, -1.49038)  -0.502
C (-2.52381, -0.62308, 0.58010)  -1.296
H (-2.39828, -1.09316, 1.55825)  0.177
H (-3.02516, -1.24407, -0.12844)  0.215
H (-2.90389, 0.37696, 0.65942)  0.232
Al (-0.04647, -0.13672, -2.94432)  1.623
C (1.83285, 0.39652, -3.39529)  -1.259
C (-1.26411, -0.29055, -4.50485)  -1.259
C (-0.16417, -1.65094, -1.71763)  -1.766
H (-1.66382, -1.31611, -4.55056)  0.218
H (-2.11373, 0.40381, -4.49097)  0.211
H (-0.68259, -0.11160, -5.41924)  0.204
H (2.52777, -0.38974, -3.05804)  0.210
H (1.91656, 0.47309, -4.49063)  0.210
H (2.16415, 1.34970, -2.95854)  0.211
H (-0.99912, -2.39403, -1.69820)  0.246
H (0.84817, -2.04305, -1.48594)  0.217
C (-0.19997, -0.56441, 3.31371)  -0.630
C (0.37729, 0.59025, 2.51326)  0.088
O (-0.45003, 1.02455, 1.51747)  -0.852
C (0.62460, 1.84729, 3.44544)  0.965
F (1.45471, 1.53230, 4.47194)  -0.343
F (1.14676, 2.87328, 2.76641)  -0.308
F (-0.55664, 2.22600, 3.96064)  -0.317
C (1.78652, 0.21871, 1.92636)  0.954
F (2.68123, -0.13463, 2.82394)  -0.293
F (1.60877, -0.96559, 1.07125)  -0.370
F (2.28695, 1.14469, 1.08211)  -0.277
H (-1.16480, -0.25258, 3.72058)  0.257
H (0.47212, -0.85214, 4.11911)  0.226
H (-0.36473, -1.43723, 2.65189)  0.212

Computed properties:
- Gap between HOMO and LUMO: 0.22294 Ha
- Charge: -1
- E_LUMO: 2.70 eV

***

# 3
The following is a DFT calculation (ωB97M-V/def2-TZVPD) of C10H11IN2O as an isolated structure.

Last column: natural (NBO) charge in e.
Cartesian coordinates (Å):
C (3.40857, -1.07399, 1.85789)  -0.211
C (3.23103, 0.32917, 1.73467)  -0.210
C (2.63667, -2.05237, 1.22806)  -0.180
C (2.17855, 0.75203, 1.00512)  -0.193
C (0.60112, -2.11954, -0.42501)  -0.017
C (1.60829, -1.58908, 0.34321)  -0.133
C (1.41034, -0.20956, 0.27934)  0.146
C (-2.81735, 0.26234, -1.18657)  -0.601
C (-1.59765, 1.13386, -1.66128)  -0.511
C (-0.39723, 1.17164, -0.82264)  0.411
N (-0.18037, -1.18989, -0.90813)  -0.226
N (0.27627, -0.01037, -0.46843)  -0.297
O (-0.78241, 2.04202, 0.74126)  -0.786
I (1.00229, 2.41046, -1.86263)  0.132
H (4.20168, -1.40544, 2.43186)  0.206
H (3.95592, 1.05824, 2.04647)  0.224
H (2.51407, -3.07161, 1.50127)  0.218
H (2.02018, 1.77279, 0.63263)  0.230
H (0.41818, -3.16906, -0.50136)  0.211
H (-2.83340, 0.39974, -0.15740)  0.221
H (-2.79270, -0.74560, -1.50781)  0.226
H (-3.80833, 0.64563, -1.50725)  0.209
H (-1.28346, 0.79982, -2.59872)  0.240
H (-1.91936, 2.16283, -1.80576)  0.234
H (-1.07659, 2.92030, 0.42808)  0.455

Computed properties:
- Gap between HOMO and LUMO: 0.32198 Ha
- E_LUMO: 0.11 eV

***

The max |F| results, record by record, are as follows: 0.25 3.33 4.02 eV/A.
The DFT total energy results, record by record, are as follows: -1891.36157 -2925.94822 -870.00640 hartree.
The HOMO results, record by record, are as follows: -9.104 -3.365 -8.653 eV.